Molecular formula: C64H128O32S16
Method: DFT, the ωB97M-V functional and the def2-TZVPD basis

Calculated values
**Gap between HOMO and LUMO**: 10.2 eV
**LUMO**: 0.122 eV
**Total charge**: 0

Last columns: bonded neighbours and bond lengths (Å).
Positions of all 240 atoms, in Å:
1 C -0.66 -12.10 32.59  C2 1.577, C7 1.517, H8 1.105, H9 1.062
2 C 0.08 -11.76 31.24  C1 1.577, C3 1.522, H10 1.086, H11 1.057
3 C -0.77 -12.34 30.12  C2 1.522, S4 1.815, H12 1.047, H13 1.049
4 S -2.48 -11.96 30.61  C3 1.815, O5 1.420, O6 1.434, C7 1.813
5 O -3.46 -12.88 30.17  S4 1.420
6 O -2.62 -10.55 30.37  S4 1.434
7 C -2.16 -12.16 32.39  C1 1.517, S4 1.813, H14 1.099, H15 1.077
8 H -0.49 -11.34 33.37  C1 1.105
9 H -0.25 -13.04 32.87  C1 1.062
10 H 1.02 -12.30 31.20  C2 1.086
11 H 0.25 -10.73 31.08  C2 1.057
12 H -0.61 -13.36 30.25  C3 1.047
13 H -0.56 -12.03 29.14  C3 1.049
14 H -2.64 -13.10 32.71  C7 1.099
15 H -2.79 -11.47 32.92  C7 1.077
16 C 4.29 -10.02 32.82  C17 1.558, C22 1.527, H23 1.068, H24 1.052
17 C 2.76 -9.90 32.60  C16 1.558, C18 1.552, H25 1.090, H26 1.126
18 C 2.55 -9.04 31.33  C17 1.552, S19 1.767, H27 1.051, H28 1.068
19 S 3.99 -8.03 31.12  C18 1.767, O20 1.432, O21 1.452, C22 1.784
20 O 3.63 -6.66 31.31  S19 1.432
21 O 4.63 -8.46 29.89  S19 1.452
22 C 4.89 -8.65 32.53  C16 1.527, S19 1.784, H29 1.076, H30 1.102
23 H 4.67 -10.76 32.15  C16 1.068
24 H 4.54 -10.25 33.82  C16 1.052
25 H 2.24 -9.42 33.43  C17 1.090
26 H 2.29 -10.92 32.57  C17 1.126
27 H 1.71 -8.41 31.44  C18 1.051
28 H 2.38 -9.74 30.54  C18 1.068
29 H 4.76 -7.91 33.31  C22 1.076
30 H 5.97 -8.73 32.32  C22 1.102
31 C 7.20 -15.23 21.96  C32 1.519, C37 1.560, H38 1.132, H39 1.113
32 C 8.63 -15.42 22.44  C31 1.519, C33 1.546, H40 1.152, H41 1.118
33 C 8.60 -15.09 23.95  C32 1.546, S34 1.782, H42 1.094, H43 1.076
34 S 7.39 -13.79 24.10  C33 1.782, O35 1.429, O36 1.428, C37 1.746
35 O 8.01 -12.52 24.31  S34 1.429
36 O 6.43 -14.21 25.07  S34 1.428
37 C 6.74 -13.83 22.48  C31 1.560, S34 1.746, H44 1.115, H45 1.099
38 H 6.58 -16.07 22.41  C31 1.132
39 H 7.22 -15.13 20.85  C31 1.113
40 H 9.36 -14.67 21.97  C32 1.152
41 H 9.05 -16.45 22.28  C32 1.118
42 H 9.55 -14.70 24.32  C33 1.094
43 H 8.14 -15.82 24.59  C33 1.076
44 H 7.34 -13.02 22.00  C37 1.115
45 H 5.70 -13.49 22.48  C37 1.099
46 C 7.82 -7.95 22.42  C47 1.541, C52 1.547, H53 1.115, H54 1.072
47 C 8.00 -8.64 23.78  C46 1.541, C48 1.503, H55 1.098, H56 1.099
48 C 6.71 -9.28 24.21  C47 1.503, S49 1.736, H57 1.079, H58 1.091
49 S 5.49 -8.76 23.09  C48 1.736, O50 1.468, O51 1.492, C52 1.775
50 O 4.30 -8.34 23.84  S49 1.468
51 O 5.45 -9.77 21.99  S49 1.492
52 C 6.39 -7.37 22.44  C46 1.547, S49 1.775, H59 1.050, H60 1.076
53 H 7.92 -8.70 21.60  C46 1.115
54 H 8.57 -7.20 22.29  C46 1.072
55 H 8.29 -7.94 24.57  C47 1.098
56 H 8.69 -9.50 23.75  C47 1.099
57 H 6.43 -8.88 25.18  C48 1.079
58 H 6.77 -10.37 24.23  C48 1.091
59 H 6.34 -6.57 23.12  C52 1.050
60 H 5.94 -6.98 21.55  C52 1.076
61 C 7.26 -12.60 32.22  C62 1.533, C67 1.559, H68 1.102, H69 1.087
62 C 8.03 -13.47 33.22  C61 1.533, C63 1.537, H70 1.074, H71 1.088
63 C 8.53 -12.63 34.41  C62 1.537, S64 1.747, H72 1.100, H73 1.089
64 S 8.27 -10.97 33.95  C63 1.747, O65 1.460, O66 1.465, C67 1.759
65 O 9.47 -10.17 34.18  S64 1.460
66 O 6.99 -10.52 34.48  S64 1.465
67 C 7.96 -11.21 32.23  C61 1.559, S64 1.759, H74 1.096, H75 1.046
68 H 6.21 -12.50 32.54  C61 1.102
69 H 7.22 -13.18 31.30  C61 1.087
70 H 8.86 -13.78 32.61  C62 1.074
71 H 7.58 -14.39 33.58  C62 1.088
72 H 9.62 -12.63 34.50  C63 1.100
73 H 8.02 -12.85 35.35  C63 1.089
74 H 8.97 -11.30 31.82  C67 1.096
75 H 7.47 -10.36 31.85  C67 1.046
76 C -1.44 -10.99 23.91  C77 1.523, C82 1.541, H83 1.113, H84 1.087
77 C -2.63 -11.71 24.53  C76 1.523, C78 1.527, H85 1.074, H86 1.071
78 C -2.18 -12.41 25.81  C77 1.527, S79 1.790, H87 1.084, H88 1.069
79 S -0.60 -13.14 25.40  C78 1.790, O80 1.439, O81 1.448, C82 1.825
80 O -0.87 -14.34 24.65  S79 1.439
81 O 0.32 -13.10 26.52  S79 1.448
82 C -0.18 -11.83 24.20  C76 1.541, S79 1.825, H89 1.080, H90 1.071
83 H -1.35 -10.01 24.42  C76 1.113
84 H -1.60 -10.87 22.84  C76 1.087
85 H -3.09 -12.43 23.88  C77 1.074
86 H -3.39 -11.08 24.95  C77 1.071
87 H -2.86 -13.17 26.19  C78 1.084
88 H -1.96 -11.66 26.53  C78 1.069
89 H 0.19 -12.44 23.38  C82 1.080
90 H 0.68 -11.30 24.55  C82 1.071
91 C 0.83 -9.67 26.71  C92 1.610, C97 1.526, H98 1.080, H99 1.026
92 C 0.88 -8.82 28.08  C91 1.610, C93 1.469, H100 1.152, H101 1.095
93 C -0.09 -7.73 27.91  C92 1.469, S94 1.848, H102 1.093, H103 1.090
94 S -0.24 -7.47 26.08  C93 1.848, O95 1.466, O96 1.474, C97 1.763
95 O 0.17 -6.13 25.66  S94 1.466
96 O -1.50 -8.06 25.61  S94 1.474
97 C 1.05 -8.60 25.65  C91 1.526, S94 1.763, H104 1.148, H105 1.077
98 H -0.14 -10.13 26.62  C91 1.080
99 H 1.51 -10.43 26.59  C91 1.026
100 H 1.97 -8.47 28.24  C92 1.152
101 H 0.56 -9.55 28.83  C92 1.095
102 H 0.32 -6.80 28.30  C93 1.093
103 H -1.02 -7.98 28.41  C93 1.090
104 H 2.04 -8.05 25.83  C97 1.148
105 H 0.82 -8.82 24.62  C97 1.077
106 C 2.02 -16.18 24.36  C107 1.608, C112 1.541, H113 1.101, H114 1.102
107 C 1.18 -16.84 23.16  C106 1.608, C108 1.561, H115 1.065, H116 1.119
108 C 1.84 -16.54 21.77  C107 1.561, S109 1.800, H117 1.043, H118 1.090
109 S 3.52 -16.16 22.29  C108 1.800, O110 1.437, O111 1.458, C112 1.782
110 O 4.24 -15.32 21.37  S109 1.437
111 O 4.09 -17.43 22.72  S109 1.458
112 C 3.03 -15.21 23.72  C106 1.541, S109 1.782, H119 1.045, H120 1.113
113 H 2.51 -16.84 25.09  C106 1.101
114 H 1.33 -15.52 24.93  C106 1.102
115 H 0.22 -16.38 23.23  C107 1.065
116 H 1.08 -17.93 23.38  C107 1.119
117 H 1.54 -15.63 21.37  C108 1.043
118 H 1.87 -17.34 21.04  C108 1.090
119 H 2.68 -14.25 23.49  C112 1.045
120 H 3.97 -15.14 24.30  C112 1.113
121 C -0.28 -15.93 27.92  C122 1.551, C127 1.535, H128 1.117, H129 1.108
122 C -1.14 -16.58 29.04  C121 1.551, C123 1.560, H130 1.089, H131 1.077
123 C -0.60 -18.02 29.31  C122 1.560, S124 1.843, H132 1.099, H133 1.092
124 S 1.00 -18.13 28.39  C123 1.843, O125 1.457, O126 1.475, C127 1.787
125 O 0.67 -19.02 27.28  S124 1.457
126 O 2.19 -18.49 29.18  S124 1.475
127 C 1.17 -16.43 27.90  C121 1.535, S124 1.787, H134 1.084, H135 1.073
128 H -0.38 -14.82 28.00  C121 1.117
129 H -0.82 -16.08 26.96  C121 1.108
130 H -2.17 -16.59 28.70  C122 1.089
131 H -1.06 -15.96 29.91  C122 1.077
132 H -1.15 -18.82 28.80  C123 1.099
133 H -0.38 -18.35 30.33  C123 1.092
134 H 1.61 -16.56 26.92  C127 1.084
135 H 1.83 -16.04 28.66  C127 1.073
136 C -2.49 -5.87 21.90  C137 1.579, C142 1.487, H143 1.052, H144 1.098
137 C -1.16 -5.40 21.19  C136 1.579, C138 1.505, H145 1.126, H146 1.076
138 C -0.48 -6.66 20.72  C137 1.505, S139 1.784, H147 1.109, H148 1.108
139 S -0.93 -7.96 21.85  C138 1.784, O140 1.494, O141 1.457, C142 1.723
140 O 0.26 -8.31 22.68  S139 1.494
141 O -1.67 -8.96 21.10  S139 1.457
142 C -2.03 -6.99 22.76  C136 1.487, S139 1.723, H149 1.102, H150 1.086
143 H -3.14 -6.18 21.12  C136 1.052
144 H -2.89 -5.04 22.50  C136 1.098
145 H -0.50 -4.88 21.93  C137 1.126
146 H -1.24 -4.73 20.35  C137 1.076
147 H 0.63 -6.65 20.76  C138 1.109
148 H -0.85 -6.97 19.73  C138 1.108
149 H -1.41 -6.56 23.56  C142 1.102
150 H -2.84 -7.60 23.14  C142 1.086
151 C 3.96 -5.48 27.92  C152 1.529, C157 1.522, H158 1.138, H159 1.096
152 C 3.66 -5.39 26.42  C151 1.529, C153 1.568, H160 1.123, H161 1.063
153 C 4.88 -4.66 25.78  C152 1.568, S154 1.775, H162 1.101, H163 1.066
154 S 6.21 -5.52 26.58  C153 1.775, O155 1.488, O156 1.429, C157 1.800
155 O 7.28 -4.61 27.06  S154 1.488
156 O 6.48 -6.63 25.71  S154 1.429
157 C 5.34 -6.11 28.05  C151 1.522, S154 1.800, H164 1.085, H165 1.105
158 H 3.11 -5.98 28.48  C151 1.138
159 H 4.19 -4.44 28.17  C151 1.096
160 H 2.74 -4.76 26.29  C152 1.123
161 H 3.53 -6.34 25.96  C152 1.063
162 H 4.82 -3.66 26.23  C153 1.101
163 H 5.04 -4.77 24.73  C153 1.066
164 H 5.92 -5.72 28.88  C157 1.085
165 H 5.36 -7.21 28.09  C157 1.105
166 C 9.52 -10.97 27.42  C167 1.506, C172 1.510, H173 1.097, H174 1.100
167 C 8.07 -11.33 27.59  C166 1.506, C168 1.539, H175 1.101, H176 1.132
168 C 8.05 -12.82 27.95  C167 1.539, S169 1.786, H177 1.084, H178 1.076
169 S 9.62 -13.30 28.66  C168 1.786, O170 1.445, O171 1.435, C172 1.772
170 O 10.34 -14.25 27.85  S169 1.445
171 O 9.48 -13.53 30.07  S169 1.435
172 C 10.33 -11.69 28.47  C166 1.510, S169 1.772, H179 1.094, H180 1.107
173 H 9.61 -9.87 27.41  C166 1.097
174 H 9.77 -11.40 26.44  C166 1.100
175 H 7.52 -11.07 26.67  C167 1.101
176 H 7.63 -10.71 28.43  C167 1.132
177 H 7.95 -13.51 27.12  C168 1.084
178 H 7.26 -13.15 28.61  C168 1.076
179 H 11.35 -11.86 28.11  C172 1.094
180 H 10.42 -11.17 29.44  C172 1.107
181 C 4.16 -11.18 26.11  C182 1.488, C187 1.553, H188 1.100, H189 1.047
182 C 3.56 -12.54 26.20  C181 1.488, C183 1.547, H190 1.121, H191 1.109
183 C 4.01 -13.14 27.56  C182 1.547, S184 1.778, H192 1.083, H193 1.110
184 S 4.18 -11.79 28.70  C183 1.778, O185 1.471, O186 1.447, C187 1.804
185 O 5.45 -11.99 29.40  S184 1.471
186 O 2.96 -11.65 29.46  S184 1.447
187 C 4.21 -10.46 27.48  C181 1.553, S184 1.804, H194 1.059, H195 1.119
188 H 3.70 -10.61 25.29  C181 1.100
189 H 5.14 -11.34 25.78  C181 1.047
190 H 3.85 -13.16 25.31  C182 1.121
191 H 2.48 -12.44 25.97  C182 1.109
192 H 4.99 -13.59 27.51  C183 1.083
193 H 3.39 -13.96 27.97  C183 1.110
194 H 5.06 -9.83 27.54  C187 1.059
195 H 3.36 -9.76 27.67  C187 1.119
196 C 5.13 -18.49 25.81  C197 1.538, C202 1.512, H203 1.070, H204 1.093
197 C 6.34 -17.58 25.56  C196 1.538, C198 1.531, H205 1.075, H206 1.054
198 C 6.74 -16.76 26.79  C197 1.531, S199 1.763, H207 1.113, H208 1.136
199 S 5.33 -16.86 27.85  C198 1.763, O200 1.450, O201 1.445, C202 1.827
200 O 4.27 -16.03 27.34  S199 1.450
201 O 5.68 -16.73 29.25  S199 1.445
202 C 4.86 -18.54 27.29  C196 1.512, S199 1.827, H209 1.098, H210 1.072
203 H 5.44 -19.46 25.49  C196 1.070
204 H 4.26 -18.14 25.23  C196 1.093
205 H 6.06 -16.82 24.84  C197 1.075
206 H 7.18 -18.06 25.16  C197 1.054
207 H 7.15 -15.73 26.74  C198 1.113
208 H 7.43 -17.41 27.41  C198 1.136
209 H 3.83 -18.65 27.65  C202 1.098
210 H 5.47 -19.22 27.85  C202 1.072
211 C 2.71 -9.92 20.26  C212 1.550, C217 1.501, H218 1.115, H219 1.120
212 C 2.58 -11.19 19.38  C211 1.550, C213 1.563, H220 1.107, H221 1.118
213 C 3.47 -12.26 20.09  C212 1.563, S214 1.812, H222 1.051, H223 1.104
214 S 2.85 -12.10 21.79  C213 1.812, O215 1.414, O216 1.467, C217 1.795
215 O 3.75 -12.20 22.88  S214 1.414
216 O 1.64 -12.93 21.78  S214 1.467
217 C 2.34 -10.39 21.64  C211 1.501, S214 1.795, H224 1.070, H225 1.124
218 H 2.10 -9.06 19.90  C211 1.115
219 H 3.78 -9.62 20.24  C211 1.120
220 H 3.06 -11.00 18.40  C212 1.107
221 H 1.54 -11.60 19.32  C212 1.118
222 H 4.50 -12.08 20.10  C213 1.051
223 H 3.17 -13.28 19.78  C213 1.104
224 H 2.68 -9.83 22.49  C217 1.070
225 H 1.24 -10.48 21.84  C217 1.124
226 C 3.62 -17.17 32.01  C227 1.543, C232 1.496, H233 1.075, H234 1.056
227 C 2.67 -16.95 33.21  C226 1.543, C228 1.531, H235 1.082, H236 1.090
228 C 1.50 -16.03 32.89  C227 1.531, S229 1.866, H237 1.073, H238 1.120
229 S 2.27 -14.83 31.68  C228 1.866, O230 1.468, O231 1.470, C232 1.790
230 O 2.69 -13.58 32.32  S229 1.468
231 O 1.29 -14.75 30.58  S229 1.470
232 C 3.67 -15.87 31.29  C226 1.496, S229 1.790, H239 1.172, H240 1.075
233 H 3.22 -17.90 31.33  C226 1.075
234 H 4.62 -17.44 32.23  C226 1.056
235 H 3.24 -16.48 34.00  C227 1.082
236 H 2.33 -17.92 33.58  C227 1.090
237 H 1.09 -15.49 33.72  C228 1.073
238 H 0.67 -16.51 32.32  C228 1.120
239 H 4.61 -15.27 31.65  C232 1.172
240 H 3.68 -15.92 30.22  C232 1.075